Entry 1:
Entry from the OMol25 dataset: a structure of composition C52H50N5O5P2W (ωB97M-V/def2-TZVPD).

Results
Kohn-Sham gap (alpha / beta) in eV: 6.16 / 5.36
E_LUMO (alpha / beta) in eV: -8.4916 / -9.2968
Total charge: +3
Highest occupied orbital energy (alpha / beta) in eV: -14.7 / -14.7
<S²>: 2.0161
Multiplicity: 3
Energy above the lowest of the compared OMol25 structures with the same formula, charge and spin in eV: 0.792

Element x y z (Å)
N  5.84345  0.51740  -1.67410
C  2.14832  0.96100  0.66733
C  -2.83818  3.69841  0.74960
H  6.33948  -4.35036  2.09088
C  0.39258  -0.18371  4.16247
O  5.42633  1.74115  -3.53987
H  -6.77952  6.53553  1.91406
H  -5.46736  1.73105  -2.38361
C  -0.01297  -1.95115  -4.91614
C  5.06046  -1.78450  -1.31863
H  -5.67726  -2.43865  1.85705
O  -6.07687  5.95981  1.59258
H  -6.16929  4.74096  3.27741
H  4.72716  -1.85020  -2.34607
H  -6.88815  -3.33582  -0.10173
H  0.36619  -2.07339  -5.92178
H  3.75056  -0.51899  4.38799
H  4.95335  -4.93632  1.16750
C  1.96826  -6.77107  1.62046
H  6.46883  -1.65974  2.26833
C  1.67683  -0.03187  4.66210
C  -5.88456  -2.95029  -0.21859
C  2.53296  -1.33096  2.82669
C  5.65343  -0.62358  -0.84611
C  -0.99792  -1.00528  -4.65562
C  1.49706  -4.07315  1.12897
O  -2.27427  2.29689  -1.99962
H  -2.10740  6.33400  0.39032
H  1.03718  0.63924  -3.00789
C  -3.86563  1.77831  1.55546
H  3.37825  -1.76010  2.29719
C  -0.14300  6.07786  -0.39349
O  -1.01798  8.24535  -0.10903
P  1.14842  -2.33865  0.69827
C  6.14630  -0.58136  0.45621
C  -5.00145  3.87248  1.75368
H  1.84434  0.52661  5.57272
H  1.23612  3.05596  -0.96369
C  3.11855  0.92012  -0.31098
C  5.35622  -4.08020  1.70558
C  1.60822  -5.92699  2.66282
C  -1.59911  4.25719  0.16949
H  4.51772  -3.79793  -0.86895
H  4.15376  1.03620  -0.03569
H  2.37876  -6.93035  -0.47914
N  -0.67210  3.34438  -0.20522
C  5.05841  1.00308  -2.66691
H  -0.44798  0.24458  4.69342
C  2.74739  -0.61806  3.99478
H  3.30853  0.70965  -3.60832
H  -0.84654  -1.05565  2.65708
C  -0.69626  -2.50048  0.46336
C  2.77036  0.71489  -1.66554
C  -3.39767  1.68337  -1.95977
C  -5.20605  -2.44074  0.88334
H  6.63602  0.31536  0.81813
H  0.43393  7.77184  -1.52386
H  -2.28127  -0.13975  -3.19219
W  -1.46647  1.27227  -0.40311
H  6.76593  0.93362  -1.67613
H  0.99208  7.77528  0.15443
H  2.15603  -7.81836  1.81461
H  -3.83023  0.70201  1.65712
C  0.13579  7.54672  -0.49264
C  -4.94572  2.50062  2.00377
C  1.39982  0.69415  -1.98879
H  -3.38712  -1.59034  1.61103
H  1.78265  5.42989  -1.13145
H  -5.75334  1.98959  2.51042
C  -0.03106  -2.60780  -2.59974
H  -1.25183  -2.56532  1.40265
C  -1.36468  5.61439  0.08269
C  -1.00659  -1.65179  -2.32544
C  -6.18200  4.69132  2.18047
C  -3.92543  4.47030  1.10274
H  -5.79162  -3.39596  -2.31312
H  1.08518  -3.93305  3.23979
C  -5.27009  -2.98237  -1.46091
H  2.39649  1.06974  1.71421
H  -7.10114  4.17093  1.88730
H  1.21009  -3.50782  -4.09421
C  0.83609  0.82175  0.25974
H  -0.84212  -3.48181  -0.00341
H  4.71040  -3.89623  2.56812
O  -3.41421  0.77774  -1.06183
C  -3.91765  -1.95770  0.73644
H  -0.86528  9.19509  -0.16362
H  -1.39197  -0.39638  -5.45850
C  6.04809  -1.69593  1.27035
P  -1.60968  -1.37886  -0.64089
C  2.09359  -6.27285  0.33132
H  -4.42118  1.32561  -3.74546
C  -3.29927  -1.98525  -0.51431
H  -3.96143  5.52913  0.89826
C  1.86972  -4.92569  0.08978
C  1.36592  -4.58355  2.41995
C  -1.48958  -0.85713  -3.36915
C  5.44332  -2.87008  0.81951
C  0.17661  -0.91745  2.99907
C  -3.97669  -2.50018  -1.61437
H  0.35353  -3.25107  -1.82349
N  -2.82183  2.35946  0.93431
H  1.51369  -6.31753  3.66700
N  3.67587  0.59029  -2.67223
C  0.46186  -2.75357  -3.89005
C  1.24291  -1.49330  2.31424
H  1.99726  -4.53326  -0.91319
H  -3.50145  -2.54828  -2.58551
C  4.95164  -2.88625  -0.48149
C  -4.52283  1.97031  -2.86671
H  -4.48845  3.00444  -3.20103
C  0.81039  5.13243  -0.76145
C  0.50967  3.79511  -0.66031
N  0.48704  0.75739  -1.02516
H  0.02436  0.76219  1.03562

=====

Entry 2:
Entry from the OMol25 dataset: a structure of composition C32H48Cl9NO21Zr in a non-equilibrium geometry (ωB97M-V/def2-TZVPD).

Results
Kohn-Sham gap in eV: 5.35
E_LUMO in eV: -7.6599
Total charge: +2
Highest occupied orbital energy in eV: -13.0

Element x y z (Å)
O  -0.09851  3.88517  2.53907
H  -1.46925  4.54871  1.14914
H  5.15927  0.36790  -2.31285
H  0.79127  -2.89821  -0.01529
O  -0.88815  -4.30813  -3.56876
O  1.08251  4.01414  -2.88358
C  1.38858  -1.99708  -0.17337
N  -0.36233  -0.40530  -0.85438
O  -4.21717  3.67387  0.00196
C  -1.79228  -0.75069  -0.77389
O  -1.02380  3.39492  -2.98647
C  -4.91620  -1.61909  -4.08965
C  -5.22354  2.55500  -3.10038
Zr  0.93199  -0.35376  -4.10687
C  3.89799  3.16114  2.34965
C  -0.99325  -5.61356  -3.00840
C  4.74809  -0.63546  -2.41110
O  0.56119  -5.49858  0.34261
C  0.85102  -5.09386  1.43496
H  -3.14017  -2.43023  -1.18087
H  1.93220  -2.97623  3.24577
C  -1.33032  -1.35511  1.69045
C  2.78687  5.01900  1.74559
H  -4.74507  1.68139  -3.53841
H  0.85377  5.02617  -1.07075
Cl  -4.46296  -3.31507  -4.46820
C  1.48640  -5.13337  3.62029
H  5.39435  -1.29011  -2.98892
C  -2.07373  -2.20662  -1.20341
C  0.08948  -0.77880  1.60517
H  -0.64456  2.97056  0.73431
O  1.36644  -5.85418  2.39809
H  2.14310  0.66135  -0.74166
H  -1.73984  -5.56142  -2.21856
H  3.14839  3.50106  4.38564
H  -1.17488  -2.41080  1.45041
O  2.84237  -1.45425  -3.70217
Cl  -5.77055  -1.55228  -2.49495
H  0.07699  0.17517  2.13916
Cl  -5.94870  -0.94654  -5.31750
C  -1.05348  4.49051  -2.06448
O  0.38211  2.95864  4.53556
H  -3.01718  3.83256  2.47053
H  -1.74330  -1.29401  2.69736
O  2.68464  5.00884  3.07291
H  -3.99823  -1.04986  -4.02250
H  -1.82301  -2.29006  -2.26740
C  -1.04260  3.61503  1.51716
Cl  0.75238  -1.92403  6.12863
H  0.37278  -6.30053  -1.44155
H  -1.73692  5.24715  -2.43938
H  -2.52707  1.23689  -1.29289
H  -2.74862  0.03823  -2.52276
H  2.30785  -2.11281  0.39953
C  0.53285  -0.23846  5.69438
Cl  2.05120  0.46155  5.03101
H  -0.16301  -0.31336  4.86709
O  0.67003  -3.84022  1.86463
O  0.51263  2.06440  -3.86131
H  4.57875  -1.03298  -1.40890
O  2.24499  5.81053  1.03182
C  -2.23859  -0.63322  0.71261
O  2.67199  0.50938  -3.03952
C  3.42537  -0.50975  -3.07298
C  -4.31024  3.76381  -3.40203
H  1.27473  1.36657  0.48674
O  3.58183  4.02405  1.27354
H  -3.80990  0.06253  -1.07041
C  0.42086  -5.85376  -2.43126
O  0.45363  -2.52363  -3.29364
Cl  5.10331  -3.70118  4.14291
H  -6.25235  2.70735  -3.41570
H  4.54746  4.49462  3.94889
C  -4.46855  3.53173  -1.15875
H  1.04205  -6.43757  -3.10841
O  0.92086  -4.51193  -2.39468
O  -1.58685  2.60551  3.50008
C  0.64719  -0.69206  0.16303
H  2.48465  0.18365  0.95874
H  6.16157  -1.64772  3.99798
C  1.11812  -3.70057  3.19402
C  5.61250  -2.26439  3.29500
H  0.66460  -1.46225  2.23224
C  3.62540  4.04940  3.57585
O  0.07176  -0.14555  -2.03783
H  -4.76740  4.50406  -4.05412
H  -2.39941  0.41104  0.98368
H  0.80473  -5.52412  4.37280
H  1.66464  -2.08872  -1.22868
C  0.21763  3.12121  -3.34415
H  -1.40958  4.21973  -1.07306
Cl  -0.26959  0.81219  6.88147
C  0.41147  4.97536  -2.06363
Cl  4.23957  -1.36224  2.64332
H  0.43012  5.94662  -2.55412
H  -3.18993  -1.12970  0.92033
O  -5.10669  2.49290  -1.69361
C  -2.79729  0.18732  -1.43678
C  -0.34710  3.09927  3.60141
H  0.28046  -3.37082  3.80990
H  -1.17551  -6.37184  -3.76394
C  0.14952  -3.69051  -3.09701
C  1.71312  0.39516  0.22819
C  -2.23414  3.08567  2.35354
H  -1.50147  -2.95386  -0.65635
H  4.94789  2.88410  2.28572
Cl  6.83509  -2.60727  2.06104
H  3.23152  2.29534  2.38414
H  2.52512  -5.16501  3.94544
H  -2.69506  2.26102  1.80837
O  -4.08323  4.38386  -2.12029
H  -3.38966  3.40937  -3.86131